127
Properties=species:S:1:pos:R:3:forces:R:3:mulliken_charge:R:1 method="wB97M-V/def2-TZVPD" total_charge=0 e_lumo_ev=-1.0 largest_force_ev_per_a=1.638 total_energy_ev=-132278.772
C 0.055 0.767 -1.939 -0.076 0.093 0.300 -1.664
C 0.222 -0.390 -0.951 -0.097 -0.246 -0.299 0.785
Cl 0.267 0.245 0.741 0.779 0.216 -0.136 0.182
C -0.930 -1.412 -1.113 -0.202 0.232 -0.045 -1.465
Cl -0.575 -2.361 -2.601 -0.039 0.058 0.107 -0.127
C -1.274 -2.296 0.109 0.130 -0.003 -0.142 1.489
C -2.084 -1.541 1.205 -0.096 -0.183 0.360 -1.669
C -2.756 -0.194 0.891 -0.255 0.074 -0.184 0.175
C -2.968 0.590 2.193 -0.057 -0.039 0.092 -0.199
O -3.395 1.929 1.983 -0.360 -0.348 0.023 -0.570
O -2.141 -3.353 -0.415 -0.008 0.080 -0.143 -0.385
S -2.051 -4.680 0.444 -0.152 -1.112 -0.116 1.277
O -3.237 -4.848 1.243 0.973 0.092 -0.744 -0.488
O -1.593 -5.754 -0.407 -0.657 1.170 0.939 -0.689
O -0.896 -4.184 1.407 0.059 -0.093 -0.063 -0.422
C -0.117 -3.110 0.772 -0.148 0.007 0.298 -0.025
C 1.013 -3.705 -0.064 0.004 -0.289 -0.042 -0.681
C 2.315 -3.908 0.732 0.014 -0.245 0.015 -1.244
C 3.060 -2.661 1.235 0.055 0.039 0.117 -0.347
C 3.798 -1.823 0.160 -0.084 0.028 0.040 -0.313
O 3.543 -2.359 -1.144 -0.173 -0.045 0.397 -0.560
H -0.191 0.375 -2.933 0.150 0.033 0.201 0.301
H -0.767 1.424 -1.618 0.201 -0.223 -0.115 0.383
H 0.967 1.371 -1.994 -0.167 -0.147 -0.001 0.503
H 1.182 -0.901 -1.105 -0.273 0.096 0.121 -0.198
H -1.843 -0.866 -1.383 0.223 -0.175 0.165 0.825
H -1.419 -1.404 2.069 -0.209 -0.016 -0.257 0.311
H -2.866 -2.248 1.526 0.249 0.232 0.005 0.676
H -3.723 -0.341 0.385 0.251 0.042 0.138 0.394
H -2.145 0.438 0.234 -0.240 -0.191 0.206 -0.346
H -3.756 0.132 2.804 0.207 -0.030 -0.114 0.373
H -2.033 0.573 2.779 -0.308 -0.146 -0.262 -0.164
H -2.659 2.423 1.627 0.323 0.188 -0.119 0.351
H 0.279 -2.578 1.642 -0.079 0.146 -0.314 0.421
H 1.201 -3.136 -0.975 0.040 0.035 0.254 0.482
H 0.674 -4.701 -0.390 0.094 0.372 -0.083 0.305
H 2.091 -4.542 1.607 0.045 0.199 -0.221 0.420
H 2.993 -4.493 0.097 -0.148 0.128 0.171 0.493
H 2.382 -2.004 1.802 0.126 -0.156 -0.179 0.136
H 3.806 -3.016 1.962 -0.213 0.150 -0.165 0.479
H 4.881 -1.827 0.362 -0.264 -0.031 -0.074 0.397
H 3.461 -0.775 0.202 0.057 -0.208 0.010 0.044
H 4.066 -1.871 -1.777 0.181 0.152 -0.224 0.298
O -0.822 2.846 2.990 -0.094 0.328 -0.192 -0.559
N -0.818 2.186 4.010 0.076 0.093 0.116 1.217
O -0.111 1.215 4.167 0.145 -0.282 0.229 -0.638
C -1.720 2.583 5.101 0.000 0.003 -0.041 0.213
C -2.562 3.663 4.903 -0.027 0.030 0.009 -0.152
C -3.417 4.024 5.932 0.024 -0.015 0.000 -0.680
C -3.414 3.311 7.124 0.022 -0.013 -0.037 -0.405
C -2.557 2.231 7.297 0.003 0.004 -0.012 -0.542
C -1.698 1.855 6.277 -0.018 -0.004 0.040 -0.454
H -2.548 4.197 3.964 -0.004 -0.042 0.008 0.442
H -4.088 4.862 5.800 0.002 -0.008 0.002 0.381
H -4.086 3.596 7.923 0.005 0.000 -0.002 0.392
H -2.558 1.678 8.226 -0.003 0.005 -0.004 0.391
H -1.023 1.019 6.384 0.003 0.006 -0.025 0.477
O -2.542 -9.722 7.019 0.201 -0.041 0.017 -0.609
N -3.689 -9.379 6.827 -0.018 0.063 -0.086 1.012
O -4.641 -9.780 7.461 -0.176 -0.049 0.101 -0.614
C -3.943 -8.408 5.747 -0.011 0.019 -0.027 0.070
C -2.874 -7.957 4.993 0.000 0.038 -0.027 -0.551
C -3.122 -7.044 3.980 0.011 0.015 -0.019 -0.243
C -4.415 -6.599 3.737 -0.042 -0.023 0.034 -0.367
C -5.470 -7.069 4.510 0.018 0.009 -0.005 -0.506
C -5.242 -7.984 5.527 -0.002 0.034 -0.026 -0.386
H -1.878 -8.317 5.201 -0.019 -0.016 0.016 0.444
H -2.305 -6.677 3.373 -0.016 0.001 -0.004 0.360
H -4.592 -5.889 2.941 0.014 -0.031 0.021 0.548
H -6.478 -6.723 4.321 0.006 -0.004 -0.004 0.378
H -6.044 -8.364 6.140 0.024 -0.015 0.006 0.458
O -1.542 2.728 -3.860 0.068 0.233 0.082 -0.608
N -1.211 2.170 -4.884 0.000 -0.064 0.029 1.039
O -1.746 1.167 -5.311 -0.064 -0.178 -0.097 -0.556
C -0.082 2.718 -5.654 -0.001 0.030 -0.008 0.231
C 0.575 3.836 -5.173 0.032 0.014 -0.018 -0.407
C 1.640 4.337 -5.906 -0.015 -0.044 0.007 -0.519
C 2.021 3.721 -7.091 -0.011 -0.008 0.019 -0.449
C 1.342 2.601 -7.553 0.000 0.017 0.010 -0.491
C 0.277 2.086 -6.832 0.035 0.014 -0.031 -0.376
H 0.258 4.296 -4.249 -0.023 -0.020 0.013 0.487
H 2.175 5.205 -5.547 0.007 0.012 0.002 0.390
H 2.855 4.116 -7.657 -0.007 -0.001 0.001 0.389
H 1.641 2.125 -8.478 0.003 0.007 0.008 0.377
H -0.267 1.215 -7.168 -0.007 0.010 0.028 0.512
O -4.705 -0.619 -10.937 0.010 0.202 -0.068 -0.611
N -4.694 -1.732 -10.457 0.013 -0.010 0.122 1.017
O -4.935 -2.749 -11.071 -0.031 -0.187 -0.091 -0.611
C -4.366 -1.858 -9.024 0.007 -0.006 0.026 0.139
C -4.116 -0.708 -8.297 0.021 0.007 0.043 -0.473
C -3.806 -0.832 -6.951 -0.021 -0.033 -0.016 -0.299
C -3.751 -2.090 -6.364 0.000 0.004 -0.019 -0.541
C -4.007 -3.229 -7.116 0.003 0.020 -0.003 -0.444
C -4.320 -3.121 -8.462 0.018 -0.011 0.043 -0.411
H -4.162 0.257 -8.781 -0.017 -0.021 -0.019 0.456
H -3.602 0.051 -6.362 0.002 -0.010 0.003 0.435
H -3.505 -2.180 -5.313 0.006 -0.001 -0.002 0.488
H -3.962 -4.207 -6.655 -0.001 0.009 0.005 0.388
H -4.523 -3.990 -9.069 -0.006 0.024 -0.016 0.465
O 4.730 5.947 -1.389 0.064 0.194 -0.051 -0.640
N 4.091 4.993 -0.999 0.049 -0.054 0.104 1.139
O 4.045 3.922 -1.570 -0.039 -0.167 -0.135 -0.645
C 3.338 5.131 0.257 -0.019 0.037 0.013 -0.094
C 3.365 6.342 0.925 0.011 -0.001 0.049 -0.537
C 2.673 6.447 2.121 -0.007 -0.055 -0.001 -0.404
C 1.970 5.357 2.618 -0.008 0.018 -0.068 -0.501
C 1.946 4.156 1.919 -0.004 -0.024 -0.005 -0.200
C 2.635 4.035 0.726 -0.024 -0.058 0.050 -0.628
H 3.935 7.168 0.526 -0.002 -0.020 -0.021 0.501
H 2.706 7.374 2.677 -0.015 -0.002 -0.007 0.394
H 1.443 5.440 3.560 0.002 0.002 -0.001 0.430
H 1.393 3.309 2.301 0.003 0.024 0.002 0.449
H 2.642 3.109 0.170 0.002 0.018 -0.007 0.676
O 4.844 4.172 3.561 -0.068 -0.150 0.158 -0.609
N 5.648 4.916 3.041 -0.040 -0.053 -0.169 1.139
O 5.652 6.120 3.170 0.120 0.250 0.109 -0.627
C 6.671 4.315 2.166 -0.013 -0.005 -0.051 0.127
C 6.658 2.945 1.976 0.032 -0.038 -0.029 -0.309
C 7.612 2.390 1.138 -0.001 0.025 0.001 -0.559
C 8.550 3.201 0.512 -0.025 0.019 0.019 -0.445
C 8.540 4.575 0.721 -0.009 -0.020 0.007 -0.489
C 7.592 5.146 1.555 0.029 -0.011 -0.038 -0.352
H 5.916 2.338 2.474 -0.009 0.030 0.004 0.513
H 7.622 1.320 0.974 0.003 0.006 -0.003 0.404
H 9.291 2.762 -0.143 -0.003 0.003 0.004 0.393
H 9.270 5.205 0.231 -0.006 -0.007 -0.003 0.384
H 7.560 6.211 1.731 -0.023 -0.013 0.012 0.452

6
Properties=species:S:1:pos:R:3:forces:R:3:mulliken_charge:R:1 method="wB97M-V/def2-TZVPD" total_charge=0 spin_multiplicity=3 e_lumo_ev="0.7 / -2.6" relative_energy_ev=0.208 largest_force_ev_per_a=4.020 total_energy_ev=-22491.908
O 0.671 -1.786 -0.034 2.247 3.010 0.957 -0.316
Si -1.163 0.342 -0.176 2.261 0.334 -1.010 0.282
Cl -2.868 -0.529 0.072 -3.122 -1.478 0.334 -0.176
H 0.227 -2.553 -0.239 -1.967 -3.388 -0.906 0.325
H -1.233 1.131 -1.438 0.260 0.540 0.799 -0.052
H -0.608 0.347 1.183 0.322 0.981 -0.174 -0.063

95
Properties=species:S:1:pos:R:3:forces:R:3:mulliken_charge:R:1 method="wB97M-V/def2-TZVPD" total_charge=+1 spin_multiplicity=2 e_lumo_ev="-4.2 / -4.2" relative_energy_ev=0.104 largest_force_ev_per_a=4.294 total_energy_ev=-86192.596
Ti -0.620 0.265 -1.246 1.911 2.459 2.956 -0.400
C -0.277 -2.511 1.947 2.938 0.131 -1.084 0.803
C 1.082 -2.460 1.464 -3.566 -0.156 0.733 0.754
C 0.965 -1.319 3.466 1.236 -0.592 -1.428 0.664
C -0.310 -1.886 3.218 0.992 0.512 -0.219 0.203
C 1.837 -1.693 2.404 -1.497 1.151 2.668 0.667
C -1.463 -3.165 1.422 -1.100 -0.898 -0.401 -0.070
H -1.348 -3.470 0.389 0.115 -0.030 0.453 -1.313
H -2.342 -2.501 1.461 0.192 -0.147 -0.004 0.322
H -1.720 -4.066 2.003 -0.057 0.133 -0.173 0.467
C -1.449 -1.901 4.138 -0.490 -0.015 0.440 -1.260
H -2.342 -2.331 3.678 0.108 0.089 0.118 0.376
H -1.691 -0.878 4.450 0.006 -0.260 0.103 0.146
H -1.219 -2.491 5.041 -0.022 0.220 -0.201 0.340
C 1.312 -0.511 4.643 0.159 0.492 0.817 -1.775
H 1.634 -1.123 5.506 -0.090 0.249 -0.250 0.369
H 0.437 0.080 4.965 0.373 -0.133 0.005 0.294
H 2.130 0.187 4.409 -0.208 -0.115 0.179 0.281
C 3.279 -1.412 2.388 0.896 0.078 0.134 -1.519
H 3.828 -2.096 3.062 -0.167 0.188 -0.216 0.404
H 3.480 -0.390 2.750 -0.022 -0.332 -0.144 0.293
H 3.717 -1.517 1.389 -0.055 -0.039 0.211 0.262
C 1.690 -3.239 0.391 0.288 -0.688 -0.739 -1.366
H 2.503 -3.847 0.821 -0.127 0.032 -0.261 0.382
H 2.145 -2.631 -0.403 -0.020 -0.040 0.089 -0.019
H 0.968 -3.926 -0.063 0.150 0.073 -0.024 0.423
C -1.228 0.552 -3.126 -0.486 -0.967 0.068 -0.336
C -1.983 -0.759 -3.487 -0.459 0.594 -1.764 0.372
C -1.390 -1.641 -4.600 0.149 0.128 -0.502 -1.503
C 0.100 -1.983 -4.329 -1.273 -0.111 -0.560 -1.098
C 0.828 -1.139 -3.277 0.937 -0.679 -0.257 0.060
C 1.526 -0.038 -3.728 0.397 0.326 -0.380 0.055
C 0.953 1.264 -4.199 -0.623 -0.376 -1.263 -0.229
C -0.571 1.236 -4.309 -0.514 0.614 0.339 -1.541
H -1.484 -1.226 -5.625 -0.070 0.111 0.765 0.512
H 0.637 -1.899 -5.290 -0.136 0.024 0.563 0.430
H -2.004 -2.551 -4.636 0.210 0.084 -0.008 0.443
H -0.865 0.736 -5.229 -0.078 0.058 -0.057 0.360
H -1.908 1.203 -2.496 -0.445 0.330 -0.593 0.649
H -2.988 -0.419 -3.838 0.372 -0.718 0.420 0.878
H -1.019 2.240 -4.328 0.545 -0.028 -0.392 0.418
H 1.206 2.071 -3.494 0.337 -0.561 -0.054 -0.018
H 2.613 -0.086 -3.837 0.127 0.401 1.519 0.739
H 1.424 1.607 -5.125 -0.045 -0.158 -0.142 0.730
H 0.205 -3.052 -4.056 0.105 0.782 -0.037 0.403
H 1.254 -1.749 -2.472 0.840 -0.184 -0.740 -0.265
P -2.051 -1.744 -1.972 0.813 1.322 1.168 0.895
P 3.093 0.676 -0.133 -1.523 0.200 0.131 0.831
C 0.952 1.584 -1.310 -0.606 -0.609 -1.076 0.392
C 2.406 1.949 -1.342 0.214 -0.988 0.715 -1.602
H 0.288 2.421 -1.626 -0.276 -0.790 0.149 0.052
H 0.864 0.731 -2.050 0.710 0.987 -0.301 -0.306
H 2.866 1.827 -2.342 -0.113 0.079 0.309 0.606
H 2.670 2.952 -0.977 -0.434 -0.371 -0.072 0.596
C 4.351 1.762 0.532 0.954 0.125 0.117 -1.443
H 5.060 1.181 1.125 0.138 0.236 0.030 0.471
H 3.872 2.515 1.176 0.150 -0.298 -0.223 0.249
H 4.854 2.258 -0.308 0.241 0.034 0.364 0.474
C 3.951 -0.484 -1.237 0.686 0.016 -0.325 -1.572
H 4.445 0.074 -2.033 0.284 -0.196 -0.097 0.568
H 3.287 -1.233 -1.691 0.069 0.291 0.241 0.225
H 4.702 -1.022 -0.645 -0.072 0.031 -0.228 0.486
C -3.747 -1.369 -1.543 -0.903 -0.611 0.426 -1.680
H -4.113 -2.165 -0.876 -0.255 0.499 -0.059 0.403
H -4.374 -1.264 -2.440 0.123 -0.363 0.332 0.380
H -3.758 -0.403 -1.020 -0.193 -0.369 -0.198 0.772
C -1.631 -3.478 -2.058 -0.460 -0.802 -0.289 -0.906
H -1.390 -3.808 -1.048 -0.226 0.041 -0.431 0.139
H -0.738 -3.698 -2.646 -0.389 0.205 -0.033 0.033
H -2.495 -4.047 -2.405 0.168 -0.240 -0.170 0.480
C 0.182 4.333 -0.483 -0.089 0.124 -0.295 -1.506
Si -0.378 3.144 0.899 -0.687 -0.753 0.356 0.795
C 1.075 3.115 2.107 0.201 0.301 0.151 -0.993
C -1.853 4.123 1.563 -0.042 0.007 0.331 -1.335
N -1.000 1.430 0.610 0.537 0.081 -1.316 0.328
C -1.727 0.950 1.694 -1.065 0.128 0.405 0.460
C -1.464 1.361 3.038 0.661 0.133 -0.696 0.134
C -2.454 1.375 4.000 -0.872 -0.426 0.048 -0.900
C -3.731 0.842 3.708 0.743 0.373 -0.086 -0.692
C -3.923 0.223 2.468 -0.251 -0.355 0.439 -0.044
C -2.912 0.184 1.517 0.462 0.614 0.074 0.285
H -0.179 5.316 -0.136 0.253 -0.349 -0.118 0.537
H -0.245 4.203 -1.487 -0.019 0.093 0.202 0.417
H 1.272 4.404 -0.584 -0.303 -0.060 -0.010 0.342
H 1.896 3.770 1.787 -0.157 -0.072 -0.036 0.430
H 0.733 3.510 3.075 0.105 -0.118 -0.142 0.543
H 1.493 2.118 2.279 -0.131 0.018 -0.092 -0.037
H -2.783 3.754 1.114 0.098 0.007 0.103 0.290
H -1.954 4.050 2.652 -0.077 -0.020 -0.250 0.333
H -1.769 5.189 1.311 0.031 -0.264 0.071 0.438
H -0.449 1.706 3.280 -0.704 0.018 -0.122 -0.018
H -2.249 1.811 4.988 -0.082 -0.291 -0.435 0.389
H -4.525 0.902 4.444 0.032 -0.052 -0.152 0.352
H -4.901 -0.225 2.240 0.518 0.068 0.125 0.411
H -3.047 -0.342 0.574 -0.095 0.334 0.278 -1.288